Entry 1:
ORCA calculation (ωB97M-V/def2-TZVPD) on a structure of composition C46H53FN12O3PSSr at a distorted geometry.

Structure (XYZ):
```
118
Properties=species:S:1:pos:R:3:forces:R:3:lowdin_charge:R:1
C -1.9548 -5.6266 -1.0827 -0.2 1.3 -1.5 -0.064
C 7.0478 0.0994 1.2261 -0.9 0.5 -2.7 -0.271
N -2.6276 4.1527 3.1223 0.9 1.3 -1.8 -0.099
C -2.2090 1.8876 4.6967 0.1 -0.3 -0.2 -0.158
C 1.8568 -2.1215 -2.8108 -1.6 0.1 0.7 -0.085
H -5.8729 -0.3090 -1.7502 0.1 0.1 0.4 0.115
H -0.4355 4.1529 -1.0460 0.2 -0.1 0.5 0.068
C -3.2083 -3.2202 -1.7503 0.2 -1.6 -1.2 -0.152
H -6.1358 1.4566 -3.2279 0.5 0.6 -0.1 0.117
H -3.2796 0.1449 -7.2353 0.2 0.4 0.3 0.106
H -6.0435 -0.7065 0.6487 1.0 -0.3 -0.3 0.106
O 1.5451 0.6507 -1.1577 0.4 0.0 -0.1 -0.308
N 1.0039 3.9029 0.3722 -0.1 0.8 -1.6 -0.017
H -0.5498 -4.0465 2.8114 0.6 0.2 0.2 0.089
N -2.7077 -1.0554 0.5078 0.7 0.4 0.1 0.045
H -1.9716 4.5563 4.9677 0.2 -0.1 0.7 0.123
H -1.4408 4.4126 1.4510 0.9 -0.2 0.2 0.107
C 7.8564 0.4210 2.4300 -0.1 0.2 0.8 -0.170
C 0.5054 -3.6126 -4.1993 0.2 0.6 0.8 -0.089
C -2.1647 3.6907 1.8113 -0.4 1.1 -0.2 -0.177
H -4.5437 3.4659 2.9318 -0.2 -0.1 0.1 0.134
C 5.0415 0.6417 2.6013 -2.4 -0.1 -0.8 -0.068
C -1.1675 -4.5453 -1.6229 -1.9 -0.8 0.5 -0.043
C 5.7632 0.4422 3.7719 0.3 0.6 0.9 -0.159
H 1.5771 -5.0493 -5.2825 0.3 0.3 -0.1 0.107
C -3.9549 -4.3586 -1.4176 -0.5 0.7 0.8 -0.080
C -5.1392 -1.3679 0.6607 -1.1 0.1 -2.5 -0.003
H 0.1247 0.2357 -2.9872 0.0 0.8 -0.2 0.009
H -1.5367 1.4665 -5.9511 0.0 0.4 0.0 0.099
C -1.5356 4.1231 4.0769 -0.7 -0.2 0.7 -0.168
H -2.9797 -2.9572 -4.3400 0.1 0.4 0.2 0.101
H 0.1166 3.1119 2.5555 0.1 -0.6 0.6 0.107
N -2.6369 -2.0879 1.3845 1.7 -0.1 0.5 0.002
H 2.0562 1.7369 3.9183 0.4 -0.7 0.0 0.133
C 2.7690 0.9401 1.4511 2.7 -0.9 0.8 -0.336
N -3.3099 1.9631 3.7083 0.6 -0.7 0.2 -0.072
H -0.1376 1.3385 2.9594 0.1 0.3 0.3 0.067
H 1.8507 -1.3151 -2.0727 0.3 -0.3 -0.3 0.074
N -1.6335 2.3139 1.8933 -0.9 0.7 0.2 -0.177
H 4.0069 -2.3948 -2.9946 -0.5 0.3 0.2 0.109
C -2.7627 1.5101 2.3972 -0.9 -0.8 0.7 -0.181
C 0.5938 -2.6054 -3.2119 0.8 -0.4 -1.0 -0.382
H -0.6989 4.7713 3.8181 0.0 -0.2 -0.4 0.133
H -5.4107 -2.2796 0.0237 0.4 1.1 0.9 0.103
C -3.2504 -1.4188 -5.8033 -0.6 0.1 0.6 -0.096
H 6.9828 -0.9815 1.0193 0.5 0.3 0.0 0.163
C -4.1833 2.4283 -2.8074 1.2 -1.1 1.6 -0.010
H 7.3509 0.6217 -0.9657 -0.2 -0.5 -0.4 0.063
N 0.3316 3.5014 -0.8542 -1.4 0.4 0.2 -0.093
H -3.6261 1.5776 1.6793 1.0 -0.3 0.4 0.129
P -0.8325 -1.8902 -2.4307 -1.2 0.8 0.3 1.082
C -0.5774 2.3396 2.9341 -0.5 0.1 0.8 -0.193
H 5.6417 0.6032 5.9451 0.3 0.0 -0.1 0.131
H -5.0366 -4.2020 -1.3549 0.2 -0.5 -0.2 0.102
H -3.8756 -6.3970 -0.7629 -1.6 -2.0 0.7 0.070
C -2.8933 -0.1566 -6.2660 1.1 -0.7 0.9 -0.086
H -3.3630 -2.7889 1.3399 0.1 -0.2 0.0 0.130
C -3.7000 3.3551 3.6117 0.2 -0.8 -2.2 -0.195
H 7.8067 0.3564 4.5955 -1.1 -0.4 -1.1 0.146
H 7.1476 -1.1646 3.8906 0.3 1.4 -0.7 0.154
C 3.6245 0.9071 2.6761 0.9 0.5 -0.8 -0.019
H -1.9508 -4.4932 2.0055 -0.1 0.8 -0.2 0.117
C 3.0542 1.2700 3.8855 -0.3 0.7 1.2 0.067
H 7.2240 1.9992 0.1165 0.2 -0.9 0.1 0.114
H -4.0086 -1.9334 -6.4041 0.4 -0.3 0.5 0.103
N -1.0926 2.7384 4.2942 1.2 0.5 -1.1 -0.060
H 0.0716 1.5546 -3.9911 0.0 0.1 -0.4 0.099
C 2.9441 -3.7571 -4.2097 -1.2 0.7 0.9 -0.052
O 1.5537 1.0396 1.5386 -1.7 0.7 0.5 -0.222
C -1.3809 -2.4411 1.8938 -1.0 -1.1 -0.1 -0.833
C -3.9689 0.3382 -0.9089 -1.3 0.9 0.2 -0.252
H 8.6701 1.0238 0.0813 0.5 -0.2 0.0 0.074
C 3.4681 0.7722 0.2402 0.9 0.4 -0.1 -0.033
Sr -0.3739 0.8364 0.0764 -0.9 -0.4 -0.5 1.295
C 3.8283 1.2098 5.0342 0.6 -0.7 -0.6 -0.235
C -1.4024 0.1182 -4.2978 -0.3 -0.8 -1.0 -0.315
H 1.7178 4.6168 0.1224 -0.4 -0.9 0.6 0.105
C 7.5977 0.9457 0.0233 -0.1 0.7 1.0 -0.035
C -1.9230 0.5508 -5.5409 -0.2 0.3 0.4 -0.034
H -1.8516 0.8569 4.6972 0.1 -0.1 0.1 0.120
H -2.1526 2.8228 -1.8893 -0.9 0.0 -0.5 0.093
C 5.1564 0.7306 4.9882 -1.2 0.3 -0.2 0.065
S -0.0573 -1.4746 2.1762 -0.4 0.5 -0.4 0.703
C -1.7620 -1.1867 -3.8656 -0.6 -0.3 -0.1 -0.289
C 2.9980 -2.6995 -3.2812 1.7 -1.1 -1.3 -0.075
H -1.5718 -6.6010 -0.8788 0.9 -0.3 0.2 0.091
H -2.3925 0.4601 2.5684 -0.5 0.9 -0.4 0.105
N -1.3094 -3.7382 2.2457 -0.7 -0.7 0.1 0.096
C -3.3571 -5.5716 -1.0588 2.2 3.3 -0.6 -0.077
H -5.0419 -1.6602 1.6600 0.4 -0.6 1.5 0.055
O 3.5082 1.2242 -2.0251 0.4 0.2 -0.8 0.042
C -1.8434 -3.3294 -1.9799 1.7 -1.5 1.0 -0.378
C 1.6765 -4.1791 -4.6355 0.8 -1.0 -0.6 -0.090
C -5.1081 0.4603 -1.6929 0.4 0.3 -1.3 -0.003
C 4.8449 0.6126 0.2112 -0.5 -0.7 0.9 0.055
H -3.6732 -2.3889 -2.2337 -0.6 0.7 0.4 0.082
H 3.8563 -4.2345 -4.5304 0.0 -0.1 -0.2 0.102
H 8.8716 0.0114 2.3534 -0.3 0.1 -0.2 0.137
C -5.2098 1.5147 -2.6479 -0.3 -1.1 0.5 -0.035
F 3.3219 1.5327 6.2406 0.0 0.1 -0.4 0.070
C 7.1823 -0.0276 3.7100 1.0 -1.1 2.0 -0.137
N -0.4842 0.8554 -3.5335 -0.1 -0.8 0.4 0.100
H 1.4154 3.0316 0.6532 0.9 0.0 0.5 0.015
H -0.4282 -4.0120 -4.5980 0.1 0.3 0.4 0.117
H -4.1671 3.2529 -3.5005 -0.1 -0.1 -0.1 0.107
H -0.1109 -4.7343 -1.8413 -0.4 0.4 0.3 0.105
H 0.8948 3.5731 -1.6853 0.7 -0.3 -0.1 0.075
N -3.0330 1.2926 -0.9635 1.0 -0.8 -0.4 0.057
C 2.8011 0.9049 -1.0854 -0.5 -0.3 -0.4 -0.650
H -2.5292 2.1063 5.7424 0.0 0.2 -0.9 0.141
C -2.7232 -1.9254 -4.5885 0.4 0.5 -1.4 -0.089
H 7.9348 1.5145 2.4612 0.2 -0.1 0.1 0.137
N 5.5981 0.5095 1.3338 0.5 -0.3 0.1 0.020
C -3.0716 2.2040 -1.9184 -0.4 1.1 -0.3 -0.125
H -3.9079 3.7444 4.5399 -1.1 0.6 2.3 0.101
C -3.8655 -0.7156 0.1288 -1.4 -0.1 -0.1 -0.300
H -2.9401 3.8398 1.0326 -0.2 -0.8 0.6 0.132
H 5.2892 0.4138 -0.7716 0.0 0.4 0.7 0.144
```
Positions in Å, forces in eV/Å.

Values from the calculation:
gap between HOMO and LUMO	7.6	eV
spin multiplicity	1
charge	+1
E_LUMO	-2.446	eV



Entry 2:
ORCA calculation (ωB97M-V/def2-TZVPD) on a cluster of 2 separate species, CH3F3N2S in total at a distorted geometry.

Structure (XYZ):
```
10
Properties=species:S:1:pos:R:3:forces:R:3:nbo_charge:R:1
F -0.2372 -2.7088 -1.5246 -0.2 1.9 1.6 -0.337
H -0.3181 2.1715 1.1424 1.1 0.5 -0.4 0.371
N 0.6109 2.2115 0.6771 -0.5 0.0 1.7 -1.041
S -1.1596 -0.1307 -0.9821 1.4 -3.1 -2.7 0.501
F 1.3327 -1.6388 -0.5183 -0.5 1.1 -0.1 -0.299
H 0.3806 2.1269 -0.2996 0.4 -0.3 -0.2 0.348
H 1.0544 1.3573 1.0551 -0.1 0.6 -0.8 0.354
F -0.3416 -2.2443 0.6600 -0.3 0.6 -0.8 -0.304
N -1.3352 0.6019 0.3172 -1.2 0.9 2.7 -0.491
C 0.0131 -1.7466 -0.5272 -0.2 -2.1 -1.0 0.897
```
Positions in Å, forces in eV/Å.

Values from the calculation:
gap between HOMO and LUMO (spin up / spin down)	9.1 / 6.9	eV
spin multiplicity	3
E_LUMO (spin up / spin down)	0.161 / -2.887	eV



Entry 3:
ORCA calculation (ωB97M-V/def2-TZVPD) on a cluster of 7 separate species, C21H50F9N5O7PS in total at a distorted geometry.

Structure (XYZ):
```
94
Properties=species:S:1:pos:R:3:forces:R:3:lowdin_charge:R:1
H 22.6989 11.7787 8.1440 0.6 0.1 0.2 0.194
H 21.4989 12.2793 9.1106 0.2 -0.1 0.3 0.171
C 14.1431 19.3797 6.5818 0.4 -0.7 0.2 -0.135
H 13.5278 19.2810 5.6857 -0.3 0.4 0.1 0.135
C 13.6641 16.1005 3.6602 0.9 -0.7 0.0 0.033
H 15.4510 15.7944 2.5708 0.0 -0.2 0.6 0.153
H 20.3045 15.7561 4.5752 -0.5 -0.1 -0.5 0.093
S 17.5659 15.3268 5.9046 -0.5 -0.1 -1.3 0.546
C 14.9231 20.6934 6.6919 -0.3 -0.9 0.2 -0.214
H 15.0910 19.0942 8.8541 0.0 0.0 0.1 0.118
H 13.1956 17.0800 7.0162 0.2 0.1 0.1 0.119
F 13.7723 11.5398 5.6184 0.4 0.0 0.1 -0.177
F 13.0705 14.0177 7.5923 0.2 0.3 -0.1 -0.148
H 16.0028 11.3262 7.8120 0.1 0.0 0.3 0.084
H 22.4108 16.8107 5.9026 0.0 0.0 -0.1 0.086
H 15.0546 12.1945 2.8814 -0.3 0.0 0.4 0.100
H 20.3276 16.0053 2.8845 -0.2 0.0 0.1 0.181
H 12.6828 15.6450 3.5710 -0.3 0.6 0.0 0.113
F 14.8227 13.4736 6.1881 0.2 0.6 -0.4 -0.194
H 18.7000 11.3606 6.6214 0.1 -0.7 0.3 0.166
C 12.2084 20.1290 7.8954 -0.9 0.1 0.1 0.017
H 12.5540 21.0310 8.3888 0.3 -0.1 -0.1 0.107
H 15.4939 10.5443 4.9322 0.1 0.0 0.3 0.085
H 22.8167 15.0170 4.1157 0.0 0.3 -0.2 0.103
F 15.5916 15.9813 7.4412 0.1 0.2 0.3 0.138
F 12.6588 13.5191 5.3793 0.4 0.2 0.2 -0.166
H 14.8051 18.5096 6.5414 0.3 0.2 0.0 0.115
C 21.9086 17.5938 5.3319 -0.2 0.0 0.4 0.039
N 22.4223 12.5491 8.7608 -1.1 0.3 0.0 0.087
H 11.3728 19.7352 8.4732 0.2 -0.1 0.2 0.115
C 12.3773 17.2221 9.0050 -0.4 -0.3 0.0 -0.125
O 18.9271 15.8457 5.6749 -0.1 -0.4 0.8 -0.357
H 21.5127 13.8844 3.9826 -0.2 -0.1 -0.4 0.096
H 20.9456 17.7968 5.8133 0.0 -0.1 0.0 0.104
H 16.2702 9.1575 4.1517 0.1 -0.3 0.5 0.113
H 20.4229 14.6435 8.9145 -0.1 -0.4 0.1 0.113
N 13.2669 19.0809 7.7729 -0.6 0.5 -0.1 -0.250
C 15.3942 21.2206 5.3470 0.1 0.4 0.0 -0.080
N 20.8903 15.9066 3.7272 1.0 -0.1 0.9 0.088
F 17.4465 15.5777 8.5088 0.0 0.1 0.3 0.150
C 21.6449 17.2142 3.9220 -0.1 0.8 -0.5 -0.413
N 14.4519 15.5865 2.4645 0.7 0.7 0.4 0.096
H 17.4400 12.0422 6.0461 -0.9 0.3 0.2 0.106
C 16.9054 16.1674 7.4533 0.3 -0.6 -1.2 -0.664
H 16.2065 21.9271 5.5162 -0.1 0.1 -0.1 0.085
C 21.9141 14.7964 3.5501 -0.5 0.2 0.2 0.042
H 16.2727 13.3980 2.5069 -0.2 0.2 -0.3 0.107
O 17.6216 8.9134 6.3685 0.6 0.3 0.2 0.200
C 15.3007 13.2420 2.9936 0.5 1.0 0.1 0.023
C 23.3508 12.8257 9.9271 0.1 -0.2 -0.3 0.058
C 13.6943 17.6047 9.6662 0.6 -0.6 0.3 -0.130
O 16.6953 15.6891 4.7972 0.0 0.2 0.5 -0.313
C 14.2517 14.0752 2.3348 0.6 -1.0 -1.1 -0.398
O 21.8911 17.8370 2.9486 0.0 -0.3 -0.1 0.213
H 13.6887 17.5691 10.7547 -0.3 0.4 0.0 0.132
H 16.8926 10.7303 3.8824 0.2 0.2 0.3 0.091
O 13.3753 13.6992 1.6466 -0.4 0.4 0.1 0.223
O 17.4540 13.9238 6.2763 1.1 0.4 0.1 -0.333
H 15.7728 20.4869 7.3443 0.0 0.2 0.0 0.109
H 13.7807 17.1777 3.6883 -0.6 0.1 -0.2 0.098
H 12.1441 16.1574 9.0073 0.4 -0.1 -0.1 0.126
P 13.4222 12.7825 6.6244 -1.2 -1.0 0.0 0.178
N 17.6894 11.2113 6.5924 0.7 0.7 -0.3 0.075
H 14.5944 21.7610 4.8418 0.0 -0.1 -0.1 0.087
C 20.8035 14.3965 7.9257 0.8 -0.2 -0.4 0.039
H 15.4709 13.6350 3.9995 -0.3 -0.6 0.3 0.057
H 17.3762 10.3917 8.5516 -0.1 -0.3 -0.4 0.108
F 12.0892 12.0170 7.0575 0.4 0.4 0.0 -0.112
C 14.0391 18.9689 9.0893 0.0 -0.1 0.2 -0.063
H 22.0968 14.7519 2.4831 0.3 -0.4 0.1 0.115
O 23.0714 14.1619 7.2008 0.4 -0.4 0.1 0.190
H 22.8729 13.5468 10.5840 -0.1 0.0 0.0 0.116
C 16.4604 10.0960 4.6662 0.0 0.6 -1.0 0.035
H 17.4700 12.1236 8.4925 -0.2 0.3 -0.3 0.096
H 14.2264 16.1039 1.6100 -0.7 -0.5 -0.1 0.189
H 14.5090 16.9173 9.4316 -0.3 -0.2 -0.4 0.101
H 11.6474 17.8805 7.0211 0.0 0.2 0.1 0.145
H 15.7855 20.4615 4.6683 -0.1 -0.2 0.1 0.075
F 17.1876 17.4657 7.4839 -0.1 0.1 0.0 0.147
H 14.1515 15.6916 4.5459 0.0 -0.1 -0.1 0.072
H 20.1712 13.7216 7.3394 -0.4 0.0 0.4 0.089
H 11.7877 20.3677 6.9192 0.3 0.0 -0.1 0.122
C 17.3372 9.9414 5.8578 -1.2 -1.3 -0.3 -0.392
H 22.4844 18.5139 5.3597 0.1 -0.1 -0.1 0.115
H 20.8660 15.3110 7.3426 0.0 0.1 0.1 0.074
C 17.0795 11.2564 7.9645 0.1 0.2 0.2 0.034
C 22.1885 13.7906 7.8891 -0.5 0.8 -0.2 -0.388
C 12.5612 17.7510 7.5979 -0.1 -0.5 -0.2 -0.104
H 11.4989 17.6635 9.4809 0.2 0.3 0.1 0.126
H 24.2696 13.2395 9.5226 0.1 -0.1 0.0 0.114
H 23.5101 11.8757 10.4278 0.1 0.1 0.1 0.117
H 13.7165 19.7431 9.7814 0.0 0.3 -0.3 0.140
H 14.2810 21.4105 7.1992 0.2 0.3 -0.1 0.109
F 14.2701 12.0783 7.8338 -0.4 -0.1 -0.1 -0.178
```
Positions in Å, forces in eV/Å.

Values from the calculation:
gap between HOMO and LUMO	9.7	eV
spin multiplicity	1
charge	+3
E_LUMO	-7.957	eV



Entry 4:
ORCA calculation (ωB97M-V/def2-TZVPD) on a structure of composition C5H8O2.

Structure (XYZ):
```
15
Properties=species:S:1:pos:R:3:forces:R:3:nbo_charge:R:1
C 1.6518 0.0205 -0.1615 -0.2 -0.2 -0.2 -0.085
C -0.8412 -0.8752 -0.2095 0.1 -0.3 0.0 -0.287
H -2.4722 0.3208 1.0220 0.1 0.0 -0.1 0.203
H -1.1339 -1.9148 -0.2998 0.1 0.2 0.0 0.227
C -1.5548 0.2731 0.4437 -0.4 0.0 0.1 0.095
H 1.4349 0.7641 -0.9425 0.0 -0.1 0.1 0.165
H 0.6216 -1.0137 1.4020 -0.1 0.1 -0.1 0.190
H 2.0858 -0.8616 -0.6434 -0.1 0.1 0.1 0.185
O 2.6177 0.4977 0.7523 -0.1 0.3 0.1 -0.711
H -0.8352 0.9607 -1.5606 -0.1 -0.1 0.1 0.219
C -1.4499 0.2300 -1.0407 0.0 0.1 -0.1 -0.446
O -0.3633 0.7897 1.0329 0.0 0.1 0.1 -0.529
H 2.2180 1.2412 1.2227 0.1 -0.1 0.0 0.471
C 0.3748 -0.3670 0.5504 0.3 -0.2 -0.1 0.077
H -2.3542 -0.0656 -1.5679 0.1 0.1 0.1 0.226
```
Positions in Å, forces in eV/Å.

Values from the calculation:
gap between HOMO and LUMO	10.6	eV
spin multiplicity	1
E_LUMO	1.052	eV



Summary of energy relative to the best compared isomer or geometry (same formula, charge and spin) in kJ/mol
84.4; 0.0; 0.0; 249.1
(order as listed above)